Entry 1:
{"formula": "C6H13N4O", "method": "ωB97M-V/def2-TZVPD", "symbols": ["H", "H", "H", "H", "C", "H", "H", "H", "C", "N", "N", "N", "H", "C", "H", "H", "C", "H", "H", "N", "O", "C", "C", "H"], "positions_angstrom": [[-2.700, -2.276, 0.130], [2.941, 1.489, -0.042], [-4.828, -1.239, -0.684], [0.542, -0.124, 2.492], [0.980, -0.781, -0.175], [4.137, 0.371, -1.018], [0.660, -1.727, 0.377], [-2.296, 1.832, 0.034], [-4.003, -0.647, -0.456], [-1.916, -0.221, 0.133], [-2.576, 0.879, -0.183], [-3.836, 0.650, -0.479], [3.066, -0.920, 0.833], [0.390, 0.438, 0.464], [2.618, 0.948, -1.725], [0.634, 1.696, -0.884], [-2.771, -1.216, -0.005], [2.726, -1.622, -0.698], [-0.211, 1.241, 2.283], [0.297, 0.506, 1.784], [0.098, 1.585, -0.082], [3.036, 0.633, -0.862], [2.580, -0.677, -0.184], [0.435, -0.819, -1.054]], "lowdin_charge": [0.108, 0.129, 0.092, 0.126, -0.103, 0.112, 0.157, 0.165, -0.099, 0.017, -0.058, 0.069, 0.146, -0.404, 0.026, 0.149, -0.084, 0.102, 0.158, 0.246, 0.138, -0.088, -0.199, 0.095], "fmax_ev_per_a": 6.67, "e_above_lowest_kcal_mol": 59.38, "total_charge": 1, "e_lumo_ev": -3.5, "homo_ev": -13.615}


Entry 2:
{"formula": "C10H12CeN4O2S2SbSe4", "method": "ωB97M-V/def2-TZVPD", "symbols": ["N", "H", "O", "C", "N", "H", "Sb", "C", "H", "C", "H", "Se", "H", "S", "H", "H", "Se", "H", "C", "C", "N", "H", "H", "C", "C", "N", "C", "Ce", "S", "C", "C", "H", "H", "O", "Se", "Se"], "positions_angstrom": [[0.459, 0.121, 1.240], [3.629, 0.813, -6.483], [-3.244, 0.447, -1.435], [2.441, 0.408, -3.026], [2.909, -0.177, -1.956], [2.715, -0.502, -5.717], [-1.305, -3.686, 1.031], [-0.043, 0.847, 2.269], [-3.502, 2.070, 2.407], [0.701, 1.069, 3.421], [-4.824, 2.797, 1.814], [-1.609, -1.922, 2.894], [-4.947, 1.521, -0.023], [3.755, 0.944, -4.054], [0.431, 1.794, 4.180], [-1.021, 1.272, 2.090], [-2.268, -2.777, -1.071], [-4.265, 0.363, 0.965], [1.616, -0.525, 1.319], [2.186, -0.616, 2.586], [-3.896, 2.467, 1.511], [2.290, 0.302, 4.534], [3.419, -1.106, 0.220], [-4.093, 1.343, 0.600], [-2.965, 1.041, -0.400], [1.961, -0.268, -0.992], [2.378, -0.797, 0.093], [-0.623, -0.421, -1.190], [0.745, 0.663, -3.417], [2.943, 0.594, -5.664], [1.833, 0.269, 3.563], [3.004, -1.280, 2.821], [2.006, 1.107, -5.888], [-1.716, 1.337, -0.207], [-2.371, -5.869, 1.313], [1.275, -3.641, 0.652]], "lowdin_charge": [0.016, 0.012, -0.058, -1.083, -0.091, 0.046, -0.263, -0.181, 0.085, -0.078, 0.059, -0.228, 0.107, 0.795, 0.095, 0.086, -0.040, 0.110, -0.367, -0.052, -0.001, 0.097, 0.128, -0.186, -0.643, -0.163, -0.172, 0.594, 0.518, -0.458, -0.086, 0.110, 0.001, -0.224, -0.354, -0.132], "fmax_ev_per_a": 2.17, "e_above_lowest_kcal_mol": 0.00, "s2": 0.75, "total_charge": -2, "e_lumo_ev": [3.9, 3.9], "homo_ev": [-1.280, -1.280], "spin_multiplicity": 2}


Entry 3:
{"formula": "C3H2CaO3", "method": "ωB97M-V/def2-TZVPD", "symbols": ["Ca", "H", "H", "O", "C", "O", "O", "C", "C"], "positions_angstrom": [[1.786, 0.410, 3.399], [-1.894, 2.520, -1.530], [0.434, -1.454, -1.103], [0.781, -0.184, 1.650], [-0.956, 0.490, -1.120], [-0.611, -0.709, -0.725], [1.259, -1.670, 0.024], [0.590, -0.986, 0.783], [-1.389, 1.583, -1.379]], "lowdin_charge": [1.912, 0.068, 0.333, -0.112, -0.232, -0.026, 0.176, -0.312, 0.193], "fmax_ev_per_a": 6.08, "e_above_lowest_kcal_mol": 51.63, "total_charge": 2, "e_lumo_ev": [-10.5, -10.5], "homo_ev": [-16.338, -16.338]}